ORCA calculation (ωB97M-V/def2-TZVPD) on C31H50NO4RuSSbSe2Si4Te2 as an isolated structure.

XYZ file:
```
97
Properties=species:S:1:pos:R:3:forces:R:3
Ru 1.301 0.424 0.458 0.3 -0.2 -0.2
Se 2.886 0.409 -1.315 0.0 0.0 -0.1
Te 3.858 0.410 1.177 -0.1 0.0 0.2
Te 2.729 -0.697 3.495 0.1 0.0 0.1
Se 0.516 0.196 2.745 0.0 -0.1 0.0
C 4.097 4.103 -0.189 0.1 0.1 0.0
Si 2.717 4.479 1.016 0.0 0.0 0.0
C 2.444 6.332 0.954 0.0 0.1 0.0
C 3.083 3.974 2.779 0.0 0.0 0.0
Sb 0.693 3.083 0.310 -0.1 0.4 0.1
Si 0.202 3.794 -2.103 -0.1 -0.1 0.0
C 1.575 3.266 -3.250 0.0 0.1 0.0
C 0.046 5.661 -2.146 0.0 0.1 0.0
C -1.388 2.972 -2.639 0.0 0.0 0.0
Si -1.299 4.052 1.638 0.1 0.0 0.1
C -0.917 5.850 2.016 0.0 0.1 0.0
C -1.469 3.137 3.250 -0.1 0.0 0.0
C -2.873 4.025 0.634 0.0 0.1 0.0
H 5.018 4.575 0.171 0.0 0.0 0.0
H 3.866 4.532 -1.167 0.0 0.0 0.0
H 4.287 3.040 -0.323 0.0 0.0 0.0
H 3.381 6.813 1.255 0.0 0.0 0.0
H 1.661 6.677 1.629 0.0 0.0 0.0
H 2.205 6.679 -0.053 0.0 0.0 0.0
H 4.084 4.297 3.077 0.0 0.0 0.0
H 3.018 2.893 2.919 0.0 0.0 0.0
H 2.364 4.447 3.454 0.0 0.0 0.0
H 2.554 3.622 -2.923 0.0 0.0 0.0
H 1.371 3.685 -4.241 0.0 0.0 0.0
H 1.623 2.181 -3.343 0.0 0.0 0.0
H 1.020 6.136 -2.010 0.0 0.0 0.0
H -0.630 6.045 -1.379 0.0 0.0 0.0
H -0.343 5.972 -3.121 0.0 0.0 0.0
H -1.346 1.900 -2.443 0.0 0.0 0.0
H -1.525 3.112 -3.715 0.0 0.0 0.0
H -2.259 3.386 -2.129 0.0 0.0 0.0
H -0.149 5.946 2.787 0.0 0.0 0.0
H -1.829 6.321 2.398 0.0 0.0 0.0
H -0.594 6.414 1.138 0.0 0.0 0.0
H -0.528 3.122 3.804 0.0 0.0 0.0
H -1.794 2.111 3.086 0.0 0.0 0.0
H -2.218 3.644 3.866 0.0 0.0 0.0
H -2.847 4.784 -0.152 0.0 0.0 0.0
H -3.700 4.279 1.306 0.0 0.0 0.0
H -3.078 3.051 0.198 0.0 -0.1 0.0
C -0.644 -7.176 -0.542 0.0 0.0 0.0
C -1.514 -6.111 0.065 0.0 0.0 0.0
C -1.122 -5.435 1.217 0.0 0.0 0.0
C -1.913 -4.436 1.762 0.0 0.0 0.0
C -3.109 -4.102 1.144 0.0 0.0 0.0
C -3.532 -4.775 0.007 0.0 0.0 0.0
C -2.733 -5.776 -0.521 0.0 0.0 0.0
S -4.059 -2.759 1.789 0.0 0.0 0.0
O -3.812 -2.698 3.201 -0.1 0.0 0.0
O -5.387 -2.886 1.256 0.0 0.0 0.0
N -3.340 -1.438 1.162 -0.2 0.2 0.0
C -3.886 -0.686 0.028 0.1 0.0 0.1
C -2.756 -0.261 -0.900 0.0 0.0 0.0
C -1.606 0.361 -0.126 0.0 0.1 -0.1
O -0.449 0.236 -0.691 -0.3 -0.2 0.1
O -1.804 0.916 0.957 0.0 0.0 -0.1
H 0.324 -7.225 -0.045 0.0 0.0 0.0
H -0.470 -6.976 -1.601 0.0 0.0 0.0
H -1.116 -8.158 -0.464 0.0 0.0 0.0
H -0.177 -5.684 1.685 -0.1 0.0 0.0
H -1.606 -3.907 2.655 0.0 0.0 0.0
H -4.481 -4.519 -0.447 0.0 0.0 0.0
H -3.058 -6.304 -1.411 0.0 0.0 0.0
H -2.925 -0.861 1.884 0.1 -0.1 -0.1
H -4.438 0.180 0.398 0.0 0.0 0.0
H -4.594 -1.319 -0.505 0.0 0.0 0.0
H -3.114 0.458 -1.645 0.0 0.0 0.1
H -2.362 -1.115 -1.446 0.0 0.0 0.0
C -0.335 -3.387 -4.271 0.0 0.0 0.0
C -1.108 -3.665 -3.154 0.0 0.0 0.1
C -0.718 -3.196 -1.905 0.0 0.1 0.0
C 0.445 -2.436 -1.743 0.0 0.0 -0.1
C 1.214 -2.181 -2.881 0.0 0.0 0.0
C 0.830 -2.646 -4.130 0.0 0.0 0.0
Si 0.884 -1.968 0.022 -0.1 0.1 0.0
C 2.254 -3.087 0.633 0.0 0.0 0.0
C 3.493 -3.178 -0.006 0.0 0.0 0.0
C 4.464 -4.061 0.441 0.0 0.0 0.0
C 4.213 -4.873 1.540 0.0 0.0 0.0
C 2.988 -4.801 2.187 0.0 0.0 0.0
C 2.020 -3.912 1.735 0.0 0.0 0.0
H -0.636 -3.749 -5.247 0.0 0.0 0.0
H -2.017 -4.245 -3.248 0.0 0.0 0.0
H -1.337 -3.422 -1.044 0.0 0.0 0.0
H 2.127 -1.605 -2.800 0.0 0.0 0.0
H 1.444 -2.429 -4.996 0.0 0.0 0.0
H -0.311 -2.328 0.823 0.0 0.1 -0.1
H 3.707 -2.545 -0.861 0.0 0.0 0.0
H 5.419 -4.117 -0.068 0.0 0.0 0.0
H 4.972 -5.562 1.890 0.0 0.0 0.0
H 2.787 -5.430 3.045 0.0 0.0 0.0
H 1.067 -3.858 2.252 0.1 0.1 0.0
```
Forces are in eV/Å.

Energy relative to the best compared isomer or geometry (same formula, charge and spin), eV: 0.277
Calculated total energy, hartree: -8797.334581
Multiplicity: 5
HOMO energy (alpha / beta), eV: -7.2 / -7.7
Max |F|, Eh/bohr: 0.00749

The net atomic charges from Mulliken, expressed in e, are: atom 1 (Ru): 2.105, atom 2 (Se): -0.912, atom 3 (Te): -0.340, atom 4 (Te): -0.420, atom 5 (Se): -0.364, atom 6 (C): -0.795, atom 7 (Si): 0.528, atom 8 (C): -1.041, atom 9 (C): -0.694, atom 10 (Sb): -0.316, atom 11 (Si): 0.416, atom 12 (C): -0.942, atom 13 (C): -0.995, atom 14 (C): -0.508, atom 15 (Si): 0.990, atom 16 (C): -1.216, atom 17 (C): -0.715, atom 18 (C): -0.835, atom 19 (H): 0.392, atom 20 (H): 0.215, atom 21 (H): 0.080, atom 22 (H): 0.372, atom 23 (H): 0.297, atom 24 (H): 0.220, atom 25 (H): 0.389, atom 26 (H): -0.014, atom 27 (H): 0.267, atom 28 (H): 0.206, atom 29 (H): 0.380, atom 30 (H): 0.203, atom 31 (H): 0.229, atom 32 (H): 0.242, atom 33 (H): 0.408, atom 34 (H): -0.303, atom 35 (H): 0.558, atom 36 (H): 0.294, atom 37 (H): 0.291, atom 38 (H): 0.439, atom 39 (H): 0.298, atom 40 (H): 0.241, atom 41 (H): -0.080, atom 42 (H): 0.433, atom 43 (H): 0.297, atom 44 (H): 0.428, atom 45 (H): 0.048, atom 46 (C): -1.676, atom 47 (C): 0.855, atom 48 (C): -0.220, atom 49 (C): -0.850, atom 50 (C): 0.022, atom 51 (C): -0.624, atom 52 (C): -0.508, atom 53 (S): 1.279, atom 54 (O): -0.752, atom 55 (O): -0.719, atom 56 (N): -0.119, atom 57 (C): -1.115, atom 58 (C): 0.215, atom 59 (C): -0.030, atom 60 (O): -0.937, atom 61 (O): -0.703, atom 62 (H): 0.364, atom 63 (H): 0.355, atom 64 (H): 0.378, atom 65 (H): 0.479, atom 66 (H): 0.476, atom 67 (H): 0.481, atom 68 (H): 0.456, atom 69 (H): 0.286, atom 70 (H): 0.270, atom 71 (H): 0.578, atom 72 (H): 0.467, atom 73 (H): -0.245, atom 74 (C): -0.745, atom 75 (C): -0.767, atom 76 (C): 0.358, atom 77 (C): 0.833, atom 78 (C): -0.552, atom 79 (C): -0.855, atom 80 (Si): 1.031, atom 81 (C): 0.455, atom 82 (C): -0.230, atom 83 (C): -0.705, atom 84 (C): -0.528, atom 85 (C): -1.037, atom 86 (C): -0.040, atom 87 (H): 0.393, atom 88 (H): 0.480, atom 89 (H): 0.183, atom 90 (H): 0.055, atom 91 (H): 0.435, atom 92 (H): -0.307, atom 93 (H): 0.326, atom 94 (H): 0.434, atom 95 (H): 0.396, atom 96 (H): 0.478, atom 97 (H): 0.671

ORCA calculation (ωB97M-V/def2-TZVPD) on C31H50O3OsP2 as an isolated structure in a non-equilibrium geometry.

XYZ file:
```
87
Properties=species:S:1:pos:R:3:forces:R:3
Os -1.052 -0.275 -2.832 -3.6 -2.7 5.6
C -2.298 1.667 -0.155 -0.3 -0.1 0.0
C -2.873 0.834 -1.160 0.2 -0.8 0.0
C -2.173 -0.514 0.577 0.0 -0.7 0.1
C -1.902 0.840 0.920 -0.2 0.5 0.7
C -2.766 -0.553 -0.730 1.0 0.7 -0.8
C -2.218 3.143 -0.226 0.3 0.2 0.1
H -1.888 3.463 -1.222 -0.1 0.0 0.2
H -1.504 3.526 0.513 -0.2 0.0 -0.2
H -3.192 3.623 -0.046 0.2 -0.2 0.0
C -1.445 1.303 2.252 0.3 0.1 0.2
H -1.132 2.351 2.235 -0.1 -0.2 0.0
H -0.588 0.701 2.581 -0.1 0.0 0.0
H -2.219 1.208 3.035 0.0 -0.1 -0.4
C -1.915 -1.682 1.456 0.2 -0.1 0.0
H -2.747 -1.847 2.162 0.1 0.2 -0.2
H -1.001 -1.517 2.052 -0.2 0.0 -0.2
H -1.807 -2.604 0.869 0.0 0.2 0.2
C -3.060 -1.801 -1.535 -0.4 0.6 -0.6
H -3.961 -1.651 -2.185 0.6 -0.4 0.7
H -3.169 -2.624 -0.827 -0.2 -0.1 -0.4
H -2.243 -2.179 -2.253 -0.4 0.6 0.7
C -3.496 1.323 -2.419 0.2 -0.1 -0.2
H -4.565 1.486 -2.253 0.0 0.0 -0.2
H -3.381 0.570 -3.224 -0.4 0.3 0.1
H -3.045 2.268 -2.755 -0.2 -0.3 0.1
C 0.760 0.427 -2.905 2.1 1.0 -0.8
C -0.229 1.405 -3.368 1.6 1.1 -0.7
C -0.462 1.698 -4.830 -0.3 1.0 -0.6
C -1.130 0.527 -5.604 -0.5 1.0 -0.6
C -1.470 -0.636 -4.725 0.6 -1.3 -1.4
C -0.439 -1.556 -4.210 1.0 -0.7 -2.3
C 1.026 -1.401 -4.649 0.2 -0.1 -0.4
C 1.736 -0.287 -3.838 0.6 -0.1 -0.3
H 0.441 2.077 -5.330 -0.1 -0.4 0.2
H -0.570 0.282 -6.515 0.1 -0.3 0.3
H -1.155 2.554 -4.886 0.3 -0.2 0.1
H 2.186 0.456 -4.533 -0.2 -0.4 0.5
H 1.163 0.604 -1.901 -0.3 -0.1 0.1
H -0.407 2.224 -2.659 -0.1 -0.1 -0.2
H 2.578 -0.739 -3.260 -0.7 0.5 -0.2
H 1.575 -2.367 -4.576 -0.5 0.6 0.1
H -0.748 -2.610 -4.213 -0.2 0.3 0.6
H 1.053 -1.142 -5.726 -0.1 -0.2 0.4
H -2.095 0.887 -5.978 0.2 0.1 -0.1
H -2.410 -1.153 -4.967 0.0 0.4 0.3
P 1.820 1.885 0.730 1.0 0.8 1.1
C 1.984 2.965 2.257 -0.6 -0.2 -0.1
H 2.876 3.600 2.157 -0.3 -0.2 0.0
H 2.088 2.345 3.156 -0.1 0.2 -0.3
H 1.095 3.600 2.350 0.2 0.1 0.1
C 3.394 0.983 1.065 -0.2 -0.5 -0.2
H 4.243 1.662 0.920 -0.1 -0.2 0.0
H 3.450 0.138 0.366 0.3 0.1 0.2
H 3.387 0.605 2.105 0.0 0.2 -0.9
C 2.472 3.185 -0.403 -0.3 -0.1 -0.4
H 2.550 2.765 -1.410 0.2 0.2 0.0
H 3.446 3.562 -0.069 -0.2 -0.1 -0.1
H 1.756 4.014 -0.432 0.1 0.0 -0.1
P 1.605 -2.712 -0.374 -0.4 0.4 -0.3
C 0.401 -3.968 -0.949 -0.4 -0.2 -0.3
H 0.886 -4.881 -1.321 -0.2 0.1 0.2
H -0.178 -3.526 -1.769 0.1 -0.2 -0.1
H -0.312 -4.224 -0.157 0.2 0.0 -0.1
C 3.029 -3.256 -1.417 0.2 0.3 0.1
H 2.850 -2.872 -2.438 0.0 -0.3 0.4
H 3.143 -4.348 -1.449 0.0 0.3 0.0
H 3.956 -2.788 -1.065 -0.1 -0.2 -0.1
C 1.875 -3.260 1.362 0.1 0.4 0.1
H 2.754 -3.916 1.444 -0.4 0.1 0.2
H 0.949 -3.750 1.708 0.5 -0.1 -0.1
H 1.966 -2.342 1.975 0.3 -0.6 -0.3
O 3.121 0.449 6.358 -2.3 -0.8 0.7
C 1.892 -0.027 6.503 2.0 0.7 -0.3
C 1.309 -0.103 7.795 -1.0 -0.4 0.7
C 0.039 -0.660 7.942 1.1 0.6 0.4
C -0.665 -1.149 6.829 0.1 0.0 0.1
C -0.101 -1.059 5.554 1.1 0.5 -0.7
C 1.155 -0.481 5.360 -1.3 -0.6 0.1
C 1.741 -0.308 3.994 0.7 0.1 -2.1
O 2.939 0.173 3.946 -1.1 -0.5 1.2
O 1.066 -0.612 2.980 0.3 0.3 1.5
H 3.283 0.395 5.299 0.0 0.0 -0.7
H 1.882 0.273 8.640 -0.2 -0.1 -0.2
H -0.395 -0.713 8.937 0.0 0.0 -0.2
H -1.649 -1.593 6.955 0.2 0.1 0.0
H -0.617 -1.431 4.671 0.1 0.1 0.2
```
Forces are in eV/Å.

Net charge: +2
Energy relative to the best compared isomer or geometry (same formula, charge and spin), eV: 3.733
Calculated total energy, hartree: -2209.538109
Multiplicity: 5
HOMO energy (alpha / beta), eV: -12.8 / -12.7
Max |F|, Eh/bohr: 0.13836

The net atomic charges from Mulliken, expressed in e, are: atom 1 (Os): -0.945, atom 2 (C): 0.177, atom 3 (C): 0.637, atom 4 (C): 1.302, atom 5 (C): 0.307, atom 6 (C): -0.062, atom 7 (C): -1.758, atom 8 (H): 0.381, atom 9 (H): 0.334, atom 10 (H): 0.408, atom 11 (C): -0.386, atom 12 (H): 0.276, atom 13 (H): -0.434, atom 14 (H): 0.397, atom 15 (C): -0.598, atom 16 (H): 0.427, atom 17 (H): -0.340, atom 18 (H): 0.159, atom 19 (C): -1.290, atom 20 (H): 0.303, atom 21 (H): 0.558, atom 22 (H): 0.242, atom 23 (C): -0.770, atom 24 (H): 0.477, atom 25 (H): 0.228, atom 26 (H): 0.340, atom 27 (C): 0.081, atom 28 (C): 0.100, atom 29 (C): -1.184, atom 30 (C): -0.878, atom 31 (C): -0.172, atom 32 (C): 0.021, atom 33 (C): -1.048, atom 34 (C): -0.879, atom 35 (H): 0.440, atom 36 (H): 0.378, atom 37 (H): 0.363, atom 38 (H): 0.430, atom 39 (H): -0.103, atom 40 (H): 0.783, atom 41 (H): 0.400, atom 42 (H): 0.354, atom 43 (H): 0.741, atom 44 (H): 0.278, atom 45 (H): 0.423, atom 46 (H): 0.604, atom 47 (P): 1.144, atom 48 (C): -1.219, atom 49 (H): 0.439, atom 50 (H): 0.139, atom 51 (H): 0.351, atom 52 (C): -0.954, atom 53 (H): 0.459, atom 54 (H): 0.167, atom 55 (H): 0.127, atom 56 (C): -1.422, atom 57 (H): 0.348, atom 58 (H): 0.491, atom 59 (H): 0.399, atom 60 (P): 0.983, atom 61 (C): -1.201, atom 62 (H): 0.443, atom 63 (H): 0.043, atom 64 (H): 0.365, atom 65 (C): -1.385, atom 66 (H): 0.242, atom 67 (H): 0.478, atom 68 (H): 0.372, atom 69 (C): -0.943, atom 70 (H): 0.477, atom 71 (H): 0.302, atom 72 (H): -0.068, atom 73 (O): -0.546, atom 74 (C): 0.543, atom 75 (C): -0.606, atom 76 (C): -0.438, atom 77 (C): -0.657, atom 78 (C): -0.109, atom 79 (C): 0.066, atom 80 (C): 0.792, atom 81 (O): -0.900, atom 82 (O): -0.425, atom 83 (H): 0.367, atom 84 (H): 0.482, atom 85 (H): 0.412, atom 86 (H): 0.453, atom 87 (H): 0.489